A cluster of 12 separate species, C50H74N10O6 in total at a distorted geometry. Source: the Open Molecules 2025 dataset; level of theory: ωB97M-V/def2-TZVPD.

Geometry as XYZ:
```
140
Properties=species:S:1:pos:R:3:forces:R:3
C -17.18170 -8.92736 -11.99807 -0.17 0.95 -2.20
C -17.75674 -10.29716 -12.25934 -0.55 -0.24 -1.57
C -16.91178 -11.19718 -11.41562 -0.73 0.00 0.18
O -16.74902 -10.33972 -10.28660 0.53 -0.68 1.76
C -16.35862 -9.04501 -10.77021 0.18 -1.09 0.38
H -18.03362 -8.25067 -12.06462 0.45 0.58 0.58
H -16.47082 -8.67325 -12.78432 -0.34 0.23 -0.45
H -17.81332 -10.48152 -13.33215 0.40 -0.33 -0.10
H -18.80646 -10.33980 -11.96887 0.09 -0.08 0.51
H -15.98879 -11.57955 -11.85150 0.53 0.69 -0.17
H -17.44133 -12.12341 -11.19250 -0.17 0.22 0.81
H -15.29657 -9.14426 -10.99447 0.19 0.33 -0.29
H -16.45141 -8.20398 -10.08308 -0.40 -0.59 0.56
C -11.77385 -13.51282 -24.29222 -2.11 -0.28 1.55
C -10.87750 -12.32634 -24.10359 -0.27 -0.07 1.14
C -9.65502 -12.74259 -24.86070 -0.85 1.15 -0.33
O -10.26556 -13.44827 -25.96220 2.36 -0.20 -1.04
C -11.53152 -13.99930 -25.67863 0.54 0.28 1.21
H -12.82423 -13.30241 -24.09088 -0.19 0.45 -0.29
H -11.63030 -14.28301 -23.53440 0.77 -0.17 -0.06
H -10.70982 -12.24728 -23.02947 0.09 0.73 -0.06
H -11.33334 -11.44600 -24.55669 0.11 0.16 0.27
H -8.89968 -13.17389 -24.20377 -0.21 -1.40 -0.29
H -9.12411 -11.85595 -25.20727 -0.15 -0.04 -0.74
H -11.47800 -15.08396 -25.58510 -0.18 -0.15 -1.00
H -12.27382 -13.58014 -26.35789 0.12 -0.47 -0.36
C -10.59401 -23.28871 -12.18750 -0.88 -0.02 -0.48
C -10.84050 -24.11563 -13.43142 1.73 -1.47 0.64
O -10.54384 -25.30291 -13.43120 -0.21 -0.34 0.09
N -11.30564 -23.52206 -14.51467 -0.74 2.34 -0.60
C -11.65214 -24.09464 -15.79230 0.63 -0.61 0.69
H -10.78824 -22.23621 -12.39394 0.13 0.07 0.37
H -9.61182 -23.46642 -11.74952 -0.10 0.00 -0.30
H -11.34947 -23.69489 -11.51489 0.06 0.35 0.41
H -11.49863 -22.53146 -14.47492 0.10 -0.11 0.31
H -12.73100 -24.24996 -15.78751 0.04 0.05 -0.73
H -11.13451 -25.05041 -15.87392 -0.18 -0.03 -0.08
H -11.23899 -23.41269 -16.53551 -0.60 -0.18 -0.33
C -6.76070 -24.94373 -19.57141 0.02 -0.22 -0.14
C -7.66063 -25.77723 -20.52990 3.71 -1.66 2.60
O -8.62976 -25.34269 -20.99964 -3.83 1.99 -2.19
N -7.29751 -27.09191 -20.68339 1.26 0.52 0.98
C -8.01149 -28.09555 -21.37989 -0.14 -1.60 -0.56
H -6.23721 -24.12984 -20.07304 -0.24 -0.06 -0.35
H -5.98586 -25.50114 -19.04510 -0.11 -0.29 -0.08
H -7.39759 -24.48022 -18.81800 -0.13 -0.09 -0.10
H -6.53343 -27.43410 -20.11842 -0.12 0.34 -0.15
H -7.60832 -29.05854 -21.06651 -0.01 -0.06 0.36
H -7.79551 -28.14787 -22.44700 -0.40 0.62 -0.24
H -9.07975 -28.16038 -21.17322 -0.01 0.49 -0.14
C -11.23277 -16.11065 -14.80770 -0.19 0.61 0.38
C -11.05494 -17.20937 -15.80553 -1.40 -2.16 0.24
O -11.66452 -18.30650 -15.68740 1.47 2.08 -0.32
N -10.28225 -16.89514 -16.85150 -0.05 0.59 -0.71
C -9.96571 -17.77364 -17.95548 0.52 -0.84 0.49
H -11.03327 -15.11626 -15.20706 -0.27 0.00 -0.37
H -10.55778 -16.13622 -13.95223 -0.12 -0.65 0.11
H -12.27309 -16.18996 -14.49216 0.18 0.22 0.29
H -9.83532 -15.98941 -16.85339 -0.14 -0.18 0.05
H -9.05029 -18.27687 -17.64425 0.28 -0.19 -0.62
H -9.82581 -17.25166 -18.90208 0.00 0.16 0.26
H -10.69608 -18.57164 -18.08913 -0.27 0.35 0.21
C -5.66421 -16.51349 -25.88726 1.15 0.06 -0.76
C -6.42294 -17.45148 -25.05443 0.17 1.18 2.90
O -6.34075 -17.41960 -23.82630 0.17 -0.04 -0.29
N -7.30006 -18.21462 -25.65173 -0.67 -1.00 -2.07
C -8.25032 -18.96993 -24.93781 -2.07 -1.72 0.76
H -4.73521 -17.00407 -26.17774 0.34 0.13 0.16
H -5.44077 -15.66509 -25.24041 0.01 0.11 -0.50
H -6.14467 -16.28427 -26.83842 -0.20 0.41 0.24
H -7.15612 -18.30476 -26.64735 -0.64 -0.22 0.13
H -7.90854 -19.84518 -24.38535 0.76 0.24 0.18
H -9.03563 -19.42854 -25.53870 0.33 0.26 -0.93
H -8.88256 -18.41349 -24.24590 0.64 0.61 0.19
N -10.00038 -11.65394 -10.02269 -0.40 0.31 0.08
C -10.51339 -12.05086 -8.84845 2.82 -1.32 -0.21
C -9.80282 -13.02713 -8.07287 -1.16 0.88 -0.59
C -8.62307 -13.60188 -8.54354 -0.81 1.18 0.13
C -8.14582 -13.14279 -9.76902 0.27 -0.25 0.08
C -8.83841 -12.16632 -10.47130 -1.20 -0.71 0.77
H -11.41377 -11.58743 -8.47301 -0.12 0.01 -0.17
H -10.26856 -13.28196 -7.13237 0.27 -0.29 0.19
H -8.07533 -14.29572 -7.92308 0.01 -0.19 -0.16
H -7.23699 -13.57285 -10.16331 0.10 0.10 -0.16
H -8.55477 -11.88678 -11.47520 0.23 0.28 0.04
N -7.26119 -12.07732 -18.35865 -0.02 0.87 0.03
C -7.86086 -10.86357 -18.44420 1.45 -0.52 -0.60
C -7.38504 -9.86027 -19.29509 -0.27 -0.54 1.16
C -6.26746 -10.13666 -20.05387 0.61 -0.26 -1.36
C -5.63289 -11.36903 -20.01210 -0.80 -0.77 1.64
C -6.14656 -12.29580 -19.08056 -1.02 0.53 -0.47
H -8.69395 -10.65066 -17.79073 -0.18 -0.29 0.03
H -7.86169 -8.89451 -19.21433 0.06 0.13 -0.48
H -5.87744 -9.48278 -20.81984 -0.15 0.64 0.22
H -4.76719 -11.63110 -20.60225 -0.02 0.19 -0.10
H -5.74862 -13.29227 -18.95773 0.33 -0.03 -0.07
N -3.64894 -17.69497 -13.47601 -0.51 -1.34 1.01
C -2.89558 -18.58826 -12.76239 -1.75 -1.21 -1.56
C -3.29433 -19.96375 -12.64561 1.30 2.31 -0.25
C -4.46629 -20.32221 -13.24661 0.62 -2.46 1.40
C -5.26706 -19.45377 -13.87132 -1.56 1.98 -0.39
C -4.87026 -18.13047 -13.93853 1.96 0.46 0.49
H -1.94407 -18.27911 -12.35563 -0.03 0.37 -0.02
H -2.65354 -20.68907 -12.16635 -0.05 0.05 0.20
H -4.82073 -21.33056 -13.09163 0.05 -0.28 -0.22
H -6.27017 -19.76243 -14.12608 -0.01 0.12 -0.46
H -5.49524 -17.35155 -14.34970 -0.03 -0.01 -0.22
N -16.21475 -12.69246 -19.34901 -1.15 -0.92 0.41
C -17.55050 -12.35253 -19.38749 2.07 -1.20 1.69
C -18.47478 -13.12191 -18.68248 -0.13 0.77 -0.56
C -18.09899 -14.27751 -18.02640 0.75 -0.29 -0.17
C -16.75432 -14.66577 -17.95485 -0.55 1.80 -1.01
C -15.83736 -13.80657 -18.65619 -1.68 0.06 -0.26
H -17.77174 -11.39864 -19.84306 -0.17 -0.11 -0.23
H -19.50351 -12.80436 -18.59717 -0.15 0.01 -0.32
H -18.88969 -14.89674 -17.62921 0.10 -0.05 0.42
H -16.56575 -15.53784 -17.34630 0.77 -0.05 -0.30
H -14.78938 -14.04390 -18.76495 0.14 -0.03 0.34
N -16.34599 -22.29267 -20.41394 -0.43 0.15 -1.59
C -15.83909 -21.04142 -20.37739 -0.16 -1.36 0.37
C -15.24476 -20.43879 -21.45498 0.43 0.65 -0.74
C -15.27897 -21.07593 -22.66034 0.46 -0.76 -0.83
C -15.85858 -22.32652 -22.77661 -0.80 -0.04 -0.01
C -16.41004 -22.91531 -21.65225 0.51 1.62 1.76
H -15.87021 -20.49354 -19.44720 -0.07 -0.30 0.36
H -14.72819 -19.49042 -21.44292 -0.22 0.21 0.55
H -14.80162 -20.66480 -23.53756 -0.03 0.29 -0.03
H -15.99332 -22.75530 -23.75864 0.17 -0.30 0.01
H -16.95011 -23.84933 -21.70036 0.16 -0.16 0.16
N -19.69347 -19.43132 -14.16214 0.13 -0.02 0.23
C -19.06073 -20.47896 -14.68680 0.22 0.13 0.03
C -17.83226 -20.94380 -14.22220 -0.42 0.73 0.86
C -17.26173 -20.22530 -13.18255 0.10 -0.08 -0.26
C -17.90159 -19.10225 -12.60859 1.96 -1.64 -0.83
C -19.11449 -18.78293 -13.13324 -0.93 -0.06 -0.10
H -19.51843 -20.97290 -15.53115 -0.31 0.04 -0.08
H -17.33730 -21.83808 -14.57103 -0.14 0.05 -0.34
H -16.28949 -20.60369 -12.90332 0.16 0.42 0.60
H -17.34379 -18.53846 -11.87550 -0.46 0.15 0.25
H -19.67959 -18.00946 -12.63443 -0.29 0.30 -0.37
```
Positions in Å, forces in eV/Å.

SMILES string: CNC(C)=O.CNC(C)=O.CNC(C)=O.CNC(C)=O.c1ccncc1.c1ccncc1.c1ccncc1.c1ccncc1.c1ccncc1.c1ccncc1.C1CCOC1.C1CCOC1
Largest force on an atom, eV/A: 4.84
HOMO level, eV: -9.29